DFT (the ωB97M-V functional and the def2-TZVPD basis) results for a structure of composition C31H21Cl2FLaN10O6S.

Values from the calculation:
- Net charge: -1
- Lowest unoccupied orbital energy: 0.06743 Ha
- Calculated total energy: -99141.228 eV
- F_max: 0.68 eV Å⁻¹
- Spin multiplicity: 1

Each line ends with the Mulliken charge.
Geometry (Å):
La  -0.819  0.061  0.001  1.499
Cl  4.629  0.590  4.434  -0.223
C  3.313  1.098  3.418  0.147
C  2.214  0.261  3.285  -0.655
C  1.138  0.628  2.485  -0.080
N  -0.010  -0.153  2.285  0.163
C  -0.570  -0.836  3.283  0.320
O  -0.170  -1.033  4.431  -0.762
C  -1.975  -1.310  2.946  0.301
C  -2.501  -2.408  3.609  -0.808
C  -3.835  -2.717  3.432  -0.391
C  -4.607  -1.910  2.607  -0.656
C  -3.989  -0.866  1.950  -0.157
N  -2.696  -0.563  2.100  -0.107
C  1.159  1.878  1.817  -0.027
C  2.262  2.710  1.973  -0.576
C  3.337  2.317  2.760  -0.076
Cl  4.695  3.401  2.906  -0.257
N  0.028  2.170  1.017  0.580
C  -0.375  3.422  0.805  -0.039
O  0.129  4.485  1.180  -0.785
C  -1.665  3.521  -0.019  0.277
C  -2.171  4.784  -0.292  -0.812
C  -3.322  4.903  -1.052  -0.377
C  -3.939  3.753  -1.523  -0.846
C  -3.371  2.534  -1.206  -0.383
N  -2.264  2.413  -0.472  0.381
H  2.185  -0.677  3.817  0.590
H  -1.857  -2.963  4.277  0.472
H  -4.274  -3.570  3.935  0.419
H  -5.658  -2.106  2.444  0.380
H  -4.548  -0.245  1.258  0.347
H  2.277  3.679  1.500  0.507
H  -1.634  5.634  0.104  0.514
H  -3.734  5.879  -1.277  0.413
H  -4.837  3.793  -2.126  0.426
H  -3.813  1.608  -1.563  0.495
N  -3.704  -3.352  -2.567  -0.452
C  -2.853  -2.399  -2.069  0.381
S  -2.528  -2.436  -0.388  -0.443
N  -2.476  -1.535  -2.992  -1.596
N  -1.696  -0.506  -2.547  1.138
C  -1.248  0.199  -3.517  -1.089
C  -0.358  1.353  -3.360  0.907
C  0.091  2.001  -4.506  -0.830
C  0.980  3.053  -4.384  -0.435
C  1.403  3.423  -3.119  -1.015
C  0.898  2.730  -2.029  -0.355
N  0.024  1.733  -2.135  0.521
H  -3.845  -4.160  -1.989  0.237
H  -3.705  -3.476  -3.565  0.251
H  -1.512  -0.102  -4.528  0.278
H  -0.252  1.664  -5.476  0.448
H  1.345  3.569  -5.263  0.406
H  2.111  4.227  -2.965  0.490
H  1.218  2.984  -1.024  0.472
F  5.011  -1.935  2.330  -0.260
C  4.571  -2.754  1.374  0.331
C  3.714  -2.335  0.444  -0.133
N  3.249  -3.160  -0.564  0.161
C  2.314  -2.641  -1.569  -0.939
C  1.342  -1.677  -0.905  0.932
O  0.615  -2.111  0.011  -0.606
O  1.349  -0.470  -1.294  -0.606
C  3.658  -4.471  -0.663  0.453
O  3.318  -5.222  -1.556  -0.668
N  4.535  -4.865  0.331  -0.051
C  5.057  -4.121  1.390  0.108
O  5.838  -4.604  2.180  -0.639
H  3.345  -1.316  0.449  0.584
H  1.769  -3.491  -1.966  0.389
H  2.846  -2.136  -2.373  0.203
H  4.841  -5.824  0.274  0.218

***

DFT (the ωB97M-V functional and the def2-TZVPD basis) results for a structure of composition C31H21Cl65N3O4P at a distorted geometry.

Values from the calculation:
- Lowest unoccupied orbital energy: -0.02259 Ha
- Calculated total energy: -868378.330 eV
- F_max: 15.75 eV Å⁻¹
- Spin multiplicity: 1

Each line ends with the Mulliken charge.
Geometry (Å):
C  -3.301  5.131  -0.307  -0.376
N  -2.370  4.183  0.323  0.436
C  -1.150  4.809  0.850  -0.868
C  -3.055  3.369  1.346  -0.643
O  -3.142  3.862  2.442  -0.514
C  -3.676  2.036  0.844  -0.641
C  -3.086  0.647  1.317  3.051
C  -2.144  0.221  0.109  0.158
C  -2.189  -1.072  -0.561  -0.348
C  -1.294  -1.321  -1.691  -0.919
N  -0.374  -0.442  -2.213  -0.097
C  -0.313  0.743  -1.540  -1.380
C  -1.126  1.155  -0.407  0.379
C  -2.177  0.412  2.583  -0.535
C  -0.760  -0.357  2.402  -1.721
N  -1.836  1.468  3.531  0.324
C  -2.972  -0.749  3.347  -0.130
O  -3.030  -0.995  4.500  -0.477
O  -3.666  -1.400  2.274  -0.461
C  -4.347  -0.262  1.635  0.204
C  -5.188  -0.902  0.485  -0.962
P  -5.606  0.216  2.972  -0.029
O  -7.021  0.855  2.247  -0.311
Cl  -4.940  1.857  4.119  -0.017
H  -4.085  4.548  -0.865  -0.338
H  -3.770  5.874  0.392  0.311
H  -2.717  5.700  -1.079  0.343
H  -0.566  4.021  1.396  0.211
H  -1.343  5.644  1.572  0.310
H  -0.492  5.174  0.012  0.290
H  -4.789  2.107  1.028  0.531
H  -3.593  2.047  -0.280  0.652
H  -2.881  -1.871  -0.238  0.374
H  -1.411  -2.349  -2.186  0.574
H  0.459  1.499  -1.911  0.385
H  -0.935  2.159  0.021  0.259
H  -0.027  0.289  1.866  0.462
H  -0.890  -1.374  1.941  0.316
H  -0.430  -0.561  3.460  0.439
H  -1.671  1.100  4.472  0.133
H  -1.022  2.010  3.242  0.215
H  -5.122  -0.250  -0.426  0.315
H  -4.873  -1.957  0.258  0.382
H  -6.293  -0.993  0.711  -0.291
H  -7.200  1.732  2.639  0.195
C  1.816  -0.829  -5.742  0.170
Cl  0.677  -1.279  -7.026  -0.133
Cl  3.249  -1.877  -5.831  -0.103
Cl  2.312  0.860  -5.961  -0.076
Cl  1.031  -1.014  -4.161  0.250
C  -9.397  -1.980  -0.704  0.246
Cl  -8.286  -2.981  -1.664  -0.123
Cl  -10.265  -3.005  0.450  -0.099
Cl  -8.467  -0.753  0.171  0.016
Cl  -10.561  -1.183  -1.775  -0.067
C  1.547  4.189  -3.771  0.074
Cl  3.258  3.769  -3.954  -0.081
Cl  1.407  5.869  -3.218  0.057
Cl  0.720  4.008  -5.325  -0.067
Cl  0.798  3.106  -2.572  0.071
C  -8.858  -0.551  -5.645  0.282
Cl  -8.220  -1.408  -4.232  0.002
Cl  -10.138  0.563  -5.131  -0.096
Cl  -7.553  0.368  -6.420  -0.096
Cl  -9.521  -1.722  -6.797  -0.105
C  0.640  -5.071  -3.076  0.204
Cl  -0.035  -3.462  -2.736  -0.142
Cl  1.829  -4.946  -4.381  -0.086
Cl  1.429  -5.667  -1.607  -0.035
Cl  -0.653  -6.180  -3.562  -0.118
C  4.943  -7.591  -2.955  0.152
Cl  3.417  -8.472  -3.150  -0.091
Cl  6.195  -8.350  -3.957  -0.094
Cl  4.722  -5.908  -3.464  0.052
Cl  5.440  -7.638  -1.255  -0.009
C  4.546  -5.132  1.860  0.016
Cl  3.233  -5.451  0.716  0.015
Cl  4.088  -3.766  2.894  -0.083
Cl  4.839  -6.561  2.865  -0.079
Cl  6.012  -4.711  0.954  0.239
C  8.062  -3.661  -2.210  0.188
Cl  7.799  -5.246  -2.956  -0.056
Cl  8.741  -3.894  -0.586  -0.095
Cl  9.200  -2.727  -3.196  -0.107
Cl  6.509  -2.811  -2.109  0.004
C  -0.960  2.591  7.208  0.305
Cl  -1.148  3.705  5.843  -0.056
Cl  -1.107  3.489  8.729  -0.106
Cl  -2.220  1.347  7.130  -0.070
Cl  0.636  1.822  7.126  -0.099
C  -6.515  5.330  6.146  0.260
Cl  -4.826  4.793  6.131  0.003
Cl  -6.611  6.995  5.546  -0.098
Cl  -7.487  4.272  5.107  -0.086
Cl  -7.141  5.262  7.803  -0.097
C  4.578  0.408  -0.582  -0.019
Cl  3.316  -0.208  -1.666  0.154
Cl  3.934  1.765  0.357  -0.022
Cl  5.087  -0.890  0.513  -0.027
Cl  5.964  0.956  -1.541  -0.087
C  3.539  6.118  -0.566  0.102
Cl  5.281  6.016  -0.877  -0.110
Cl  3.072  7.816  -0.348  -0.109
Cl  2.641  5.420  -1.930  0.192
Cl  3.152  5.210  0.906  -0.140
C  8.789  -7.443  3.791  0.226
Cl  8.326  -6.467  2.387  -0.013
Cl  8.710  -6.445  5.254  -0.105
Cl  7.675  -8.814  3.950  -0.109
Cl  10.441  -8.046  3.576  -0.056
C  -6.610  4.238  -2.874  0.227
Cl  -7.057  2.789  -3.791  -0.013
Cl  -6.146  3.773  -1.225  0.002
Cl  -5.243  5.041  -3.666  -0.102
Cl  -7.990  5.346  -2.807  -0.101
C  4.313  7.577  -5.156  0.246
Cl  6.073  7.475  -5.341  -0.101
Cl  3.710  9.007  -6.012  -0.097
Cl  3.562  6.121  -5.837  -0.034
Cl  3.905  7.699  -3.437  -0.031
C  14.088  -9.790  4.904  0.350
Cl  14.385  -10.081  3.181  -0.093
Cl  15.366  -10.556  5.862  -0.103
Cl  14.080  -8.045  5.215  -0.088
Cl  12.518  -10.476  5.355  -0.081

***

DFT (the ωB97M-V functional and the def2-TZVPD basis) results for a structure of composition C31H21ClN5O2S2Tl at a distorted geometry.

Values from the calculation:
- Lowest unoccupied orbital energy (alpha / beta): -0.04848 / -0.04847 Ha
- Calculated total energy: -82917.544 eV
- F_max: 4.68 eV Å⁻¹
- Spin multiplicity: 1

Each line ends with the Mulliken charge.
Geometry (Å):
Tl  0.615  -0.808  0.093  1.787
C  -4.977  -1.254  -0.691  -0.659
C  -3.949  -2.052  -1.219  -0.533
C  -2.761  -2.126  -0.486  -0.195
C  -2.524  -1.415  0.692  -0.456
C  -3.544  -0.675  1.212  0.077
C  -4.778  -0.609  0.505  -1.017
N  -1.231  -1.534  1.294  -0.036
C  -1.039  -1.934  2.554  0.909
C  -2.008  -2.360  3.440  -0.783
C  -1.714  -2.868  4.669  -0.474
C  -0.409  -2.831  5.213  -0.889
C  0.579  -2.339  4.377  -0.501
C  0.278  -1.985  3.065  0.346
N  1.284  -1.358  2.351  1.061
N  2.450  -1.298  2.759  -1.401
C  3.335  -0.617  1.916  0.400
C  4.718  -0.458  2.326  -0.988
C  5.377  0.503  1.695  -0.223
C  4.764  1.211  0.603  -0.925
C  3.502  0.877  0.165  -0.209
N  2.815  -0.066  0.786  -0.024
H  -5.915  -1.316  -1.185  0.480
H  -3.986  -2.626  -2.163  0.396
H  -1.979  -2.704  -1.002  0.293
H  -3.445  -0.153  2.129  0.701
H  -5.474  0.159  0.669  0.464
H  -3.050  -2.425  3.161  0.399
H  -2.535  -3.235  5.315  0.353
H  -0.308  -2.837  6.286  0.327
H  1.536  -2.155  4.836  0.380
H  4.962  -0.965  3.281  0.433
H  6.353  0.841  1.889  0.444
H  5.302  2.002  0.134  0.417
H  2.990  1.298  -0.690  0.592
Cl  -5.224  3.639  0.330  -0.244
C  -3.629  2.916  0.513  0.285
C  -2.656  3.433  1.442  -0.557
C  -1.408  2.849  1.515  -0.713
C  -1.068  1.806  0.564  0.358
O  0.117  1.284  0.657  -0.496
C  -2.010  1.458  -0.448  1.061
C  -1.691  0.604  -1.507  -0.492
O  -0.580  0.035  -1.692  -0.545
C  -3.274  2.037  -0.476  -0.941
H  -2.934  4.259  2.048  0.480
H  -0.641  3.123  2.257  0.419
H  -2.452  0.564  -2.270  0.420
H  -4.100  1.733  -1.192  0.322
S  1.588  -2.417  -1.464  -0.348
C  2.074  -1.259  -2.639  0.359
N  2.143  0.021  -2.431  0.056
C  2.408  0.727  -3.641  -0.293
C  2.455  2.076  -3.771  -0.467
C  2.817  2.603  -5.009  -0.597
C  3.057  1.762  -6.078  -0.556
C  2.921  0.394  -5.978  -0.631
C  2.671  -0.126  -4.711  0.822
S  2.461  -1.794  -4.293  -0.255
H  2.432  2.784  -2.972  0.396
H  2.846  3.662  -5.016  0.427
H  3.294  2.272  -6.971  0.401
H  3.148  -0.330  -6.746  0.379

***

DFT (the ωB97M-V functional and the def2-TZVPD basis) results for a structure of composition C31H21CoF10N4OPS3 at a distorted geometry.

Values from the calculation:
- Net charge: -2
- Lowest unoccupied orbital energy (alpha / beta): 0.16574 / 0.16586 Ha
- Calculated total energy: -147094.216 eV
- F_max: 1.53 eV Å⁻¹
- Spin multiplicity: 2

Each line ends with the Mulliken spin population.
Geometry (Å):
Co  -0.496  -0.052  -0.029  0.953
C  2.554  1.251  0.224  0.006
N  1.851  0.003  -0.021  0.074
C  2.175  -0.569  -1.325  0.002
C  1.283  0.067  -2.376  0.005
N  -0.088  -0.317  -2.084  -0.004
C  -1.033  -0.110  -3.040  -0.008
C  -0.992  0.818  -4.100  -0.005
F  0.047  1.685  -4.219  0.000
C  -1.993  0.941  -5.051  0.002
F  -1.876  1.868  -6.024  0.000
C  -3.106  0.139  -5.012  -0.003
F  -4.082  0.261  -5.933  0.000
C  -3.185  -0.816  -4.009  -0.002
F  -4.221  -1.662  -4.007  0.000
C  -2.192  -0.927  -3.063  0.001
F  -2.292  -1.907  -2.173  0.002
C  2.057  -0.912  1.097  -0.008
C  1.206  -0.528  2.318  0.003
N  0.053  0.290  1.950  -0.013
C  -0.851  0.577  2.919  0.003
C  -1.049  -0.052  4.171  -0.006
F  -0.231  -1.041  4.607  0.000
C  -2.072  0.278  5.043  0.001
F  -2.189  -0.391  6.205  0.000
C  -2.964  1.286  4.759  -0.002
F  -3.958  1.604  5.611  0.000
C  -2.754  2.008  3.600  0.001
F  -3.529  3.074  3.339  0.000
C  -1.723  1.684  2.754  0.001
F  -1.512  2.520  1.718  -0.001
H  3.628  1.068  0.383  0.001
H  2.136  1.733  1.110  -0.001
H  2.442  1.929  -0.621  0.000
H  1.963  -1.639  -1.298  -0.001
H  3.239  -0.429  -1.578  0.001
H  1.584  -0.301  -3.365  -0.002
H  1.454  1.154  -2.375  -0.002
H  3.119  -0.937  1.389  0.000
H  1.783  -1.905  0.771  -0.001
H  1.824  0.037  3.031  0.000
H  0.929  -1.465  2.803  0.000
O  0.009  2.757  -0.730  -0.007
C  -0.471  1.763  -0.520  -0.040
S  -4.589  -2.965  0.048  0.000
P  -4.678  -1.006  0.093  0.015
S  -3.083  0.197  0.340  0.058
C  -5.614  -0.383  -1.368  -0.002
C  -5.177  0.705  -2.113  0.001
C  -5.926  1.163  -3.193  0.000
C  -7.120  0.540  -3.526  0.000
C  -7.551  -0.563  -2.796  0.000
C  -6.797  -1.027  -1.728  -0.001
C  -5.763  -0.439  1.477  0.001
C  -6.081  -1.309  2.512  0.004
C  -6.750  -0.843  3.641  -0.001
C  -7.105  0.493  3.738  0.002
C  -6.809  1.363  2.694  -0.001
C  -6.139  0.901  1.571  -0.002
H  -4.244  1.183  -1.835  -0.001
H  -5.570  2.001  -3.782  0.000
H  -7.715  0.910  -4.353  0.000
H  -8.470  -1.067  -3.071  0.000
H  -7.108  -1.902  -1.169  0.000
H  -5.786  -2.347  2.419  0.000
H  -6.985  -1.528  4.449  0.000
H  -7.588  0.866  4.635  0.000
H  -7.077  2.411  2.768  0.000
H  -5.876  1.582  0.771  -0.001
S  0.496  -4.532  0.047  -0.001
C  -0.125  -3.026  0.162  -0.011
N  -0.529  -1.941  0.271  -0.011